Here is the molecule C19H13NO4 at a distorted geometry from the Open Molecules 2025 dataset. Energies are from ωB97M-V/def2-TZVPD.

Each line ends with the Löwdin charge.
CARTESIAN COORDINATES (ANGSTROEM)
O  -3.909644  -0.480995  -1.881252  0.0800
C  -3.075271  0.235709  -1.229470  -0.3338
O  -2.394621  1.261086  -1.784130  0.1157
C  -1.843486  2.121474  -0.829174  -0.1513
C  -0.853558  3.043727  -1.316778  0.0145
C  -0.275279  3.986436  -0.440814  -0.0591
C  -0.796067  4.015982  0.865186  -0.1006
C  -1.746036  3.157493  1.379063  -0.0224
C  -2.170597  2.045053  0.586357  -0.1298
C  -2.965967  0.939002  1.180192  -0.0683
C  -2.891816  -0.243702  0.203375  -0.1477
C  -1.734584  -1.167308  0.322133  -0.3162
O  -1.891992  -2.214265  0.963041  0.1371
O  -0.508169  -0.588377  -0.116016  0.0802
C  0.468266  -1.459762  -0.462605  -0.2453
N  -0.026032  -2.308736  -1.388430  0.1313
C  0.752952  -3.220020  -1.946941  -0.1158
C  2.071214  -3.387466  -1.453518  -0.0138
C  2.634697  -2.487103  -0.522300  -0.1869
C  3.958632  -2.516872  -0.033633  -0.0276
C  4.429272  -1.712730  1.010586  -0.0619
C  3.571026  -0.715024  1.483830  -0.0781
C  2.264202  -0.498688  0.998971  0.0305
C  1.787544  -1.515881  0.076413  -0.0708
H  -0.700996  2.963205  -2.428756  0.1350
H  0.527234  4.585227  -0.752891  0.0849
H  -0.375996  4.706597  1.539876  0.0851
H  -2.035393  3.312031  2.394334  0.1074
H  -2.643931  0.652496  2.186923  0.1397
H  -4.020526  1.283308  1.266991  0.1483
H  -3.803527  -0.857579  0.353257  0.1697
H  0.271376  -3.722220  -2.850328  0.1333
H  2.706920  -4.171556  -1.937161  0.1170
H  4.567449  -3.385886  -0.438764  0.1315
H  5.305424  -1.945224  1.583094  0.1010
H  3.779186  0.017412  2.222660  0.0882
H  1.568094  0.273157  1.196680  0.0991

Cartesian forces, eV/Å:
O 3.536 3.572 1.599
C -3.714 -3.929 -2.778
O -0.461 -0.518 1.286
C 1.483 1.143 1.887
C -1.437 -0.728 -0.202
C -2.243 -2.400 0.140
C 0.524 0.157 -0.779
C 0.624 -1.432 -2.097
C 0.798 2.232 -1.093
C -0.437 0.045 -0.429
C -1.555 0.681 -0.361
C 0.475 -1.994 2.831
O 1.543 2.768 -2.369
O -1.639 0.218 1.630
C -0.706 -3.091 -1.855
N 0.456 1.887 1.043
C 1.591 -0.518 0.085
C -0.322 -0.931 -2.190
C -0.780 0.440 0.867
C 1.745 -1.716 0.384
C -1.711 -1.088 -1.063
C -2.960 1.770 -0.449
C 1.846 -3.589 -1.453
C -1.033 1.966 -0.546
H 0.287 0.290 1.359
H 0.769 0.892 -0.305
H 0.369 0.977 0.675
H -0.286 -0.368 0.547
H 0.119 0.140 -0.213
H 0.457 -0.466 -0.064
H 0.889 0.157 -0.077
H 1.097 0.181 1.533
H -0.487 0.828 0.611
H -0.460 1.328 0.669
H 0.617 0.069 -0.367
H 1.147 0.220 0.761
H -0.140 0.803 0.787

As for the structure (SMILES): O=C1Oc2ccccc2C[C@@H]1C(=O)Oc1nccc2ccccc12. As for the spin multiplicity: 1. The LUMO energy comes out at -0.2 eV. The value obtained for the total energy is -29592.3586 eV. The calculation puts the HOMO-LUMO gap at 8.23 eV.